No. 1
C40H53N10O5P | ωB97M-V/def2-TZVPD

E_HOMO, eV: -3.413
Charge: -2
Frontier orbital gap, eV: 7.707
E_LUMO, Ha: 0.15780

```
109
Properties=species:S:1:pos:R:3:forces:R:3
O 38.699000 11.920000 27.107000 3.076 1.692 -1.355
H 39.401000 12.731000 27.325000 -2.148 -2.495 -0.724
H 38.025000 12.341000 26.511000 0.349 0.003 -0.359
H 38.064000 11.955000 27.885000 -1.196 -0.498 2.615
P 36.244000 13.383000 28.142000 5.619 -5.756 1.659
O 37.070000 14.524000 28.462000 1.495 4.565 0.427
O 37.045000 12.152000 28.869000 -1.283 2.277 -1.374
O 36.451000 13.112000 26.723000 -0.064 -0.188 -3.253
O 34.903000 13.405000 28.621000 -4.621 0.468 1.344
N 33.539000 12.618000 30.618000 4.698 1.582 -0.261
C 32.184000 12.514000 30.639000 2.820 -2.403 2.175
C 31.795000 11.599000 31.561000 2.282 -1.679 2.838
C 33.213000 11.183000 32.252000 -2.760 -0.373 0.801
C 34.201000 11.921000 31.670000 -4.158 -0.477 -1.711
H 34.242000 13.143000 29.791000 -2.647 -1.992 2.813
H 31.861000 13.119000 29.925000 -2.904 2.116 -2.830
H 30.795000 11.222000 31.926000 1.401 0.698 -0.754
H 33.380000 10.456000 33.135000 -0.564 1.336 -1.659
H 35.233000 11.869000 31.853000 1.197 0.271 -0.158
N 37.442000 17.118000 27.900000 -0.032 -4.323 0.856
C 36.648000 18.012000 28.643000 0.097 -0.100 0.290
C 36.920000 19.297000 28.264000 3.250 -0.182 -3.702
C 38.076000 19.104000 27.158000 -1.903 -2.547 2.547
C 38.384000 17.679000 27.069000 -3.571 6.553 1.734
H 37.300000 15.971000 27.964000 0.120 3.582 0.224
H 35.967000 17.718000 29.515000 1.122 -0.102 -1.819
H 36.468000 20.290000 28.466000 0.355 -1.194 0.228
H 38.536000 19.836000 26.538000 0.254 0.641 -0.115
H 39.124000 17.412000 26.368000 0.326 -1.566 -0.284
N 33.557000 15.622000 29.141000 1.809 -2.499 0.005
C 33.599000 16.801000 28.320000 2.287 -7.961 -1.991
C 32.994000 17.738000 28.987000 -0.730 1.497 0.837
C 32.618000 17.241000 30.299000 0.051 2.261 -0.392
C 33.040000 15.946000 30.370000 -1.092 -0.254 0.576
H 34.087000 14.583000 28.930000 -1.732 4.093 0.286
H 34.060000 16.445000 27.279000 -1.249 2.038 2.159
H 32.952000 18.558000 28.337000 -0.888 2.314 0.477
H 32.216000 17.914000 31.070000 0.077 -0.802 -0.282
H 32.795000 15.287000 31.265000 0.911 0.517 -1.730
N 37.309000 15.351000 30.756000 2.796 1.495 0.005
C 38.315000 16.234000 31.376000 -1.110 -1.585 -3.657
C 37.976000 16.406000 32.675000 -4.401 -2.893 -0.791
C 36.568000 15.577000 32.839000 2.078 0.957 1.047
C 36.417000 14.969000 31.635000 -1.867 0.664 1.350
H 37.138000 14.978000 29.777000 1.118 1.083 0.951
H 39.066000 16.596000 30.557000 -1.149 -0.450 2.357
H 38.529000 16.800000 33.453000 0.830 1.079 1.266
H 35.792000 15.414000 33.661000 1.790 0.586 -0.889
H 35.555000 14.405000 31.286000 0.191 -0.102 0.272
N 35.620000 14.729000 24.950000 -1.034 -4.453 -3.142
C 35.753000 16.026000 24.878000 0.926 1.076 4.519
C 35.289000 16.478000 23.739000 -2.489 2.124 -3.419
C 34.795000 15.268000 22.955000 2.881 1.020 5.812
C 35.146000 14.170000 23.740000 -0.316 3.188 1.003
H 35.766000 14.007000 25.627000 0.736 0.741 1.236
H 36.057000 16.480000 25.845000 -0.117 0.373 -1.134
H 35.081000 17.628000 23.626000 0.545 -2.574 -0.407
H 34.670000 15.369000 21.992000 -1.314 -0.045 -4.900
H 35.107000 13.103000 23.721000 -0.341 -0.241 -0.579
N 37.782000 11.377000 31.207000 -1.840 -1.657 -1.202
C 38.553000 12.206000 31.911000 -1.060 3.059 -2.675
C 38.949000 11.507000 32.948000 1.308 -2.673 3.595
C 38.337000 10.092000 32.905000 2.465 7.388 -0.287
C 37.632000 10.091000 31.834000 -1.844 1.650 -5.251
H 37.437000 11.773000 30.308000 -0.376 -1.168 0.434
H 38.539000 13.321000 31.430000 0.691 -2.753 1.881
H 39.647000 11.817000 33.706000 -0.021 0.105 0.298
H 38.640000 9.485000 33.584000 1.260 -4.367 3.983
H 37.132000 9.315000 31.272000 -0.225 0.060 0.164
N 36.273000 11.270000 25.110000 -0.179 0.982 0.466
C 35.642000 10.061000 25.249000 -1.081 0.419 4.155
C 35.809000 9.276000 24.169000 0.914 -0.482 -3.586
C 36.551000 10.209000 23.192000 -1.777 0.067 5.480
C 36.821000 11.393000 23.898000 1.395 -0.857 -2.085
H 36.326000 12.143000 25.769000 -0.899 -2.328 -0.510
H 35.166000 9.931000 26.306000 0.756 -0.250 -2.341
H 35.521000 8.132000 23.899000 0.552 3.271 1.026
H 36.885000 9.853000 22.331000 1.490 -0.970 -3.791
H 37.516000 12.288000 23.690000 -1.475 -1.588 0.025
N 39.516000 14.404000 27.761000 -2.724 1.942 -1.027
C 39.677000 14.594000 26.375000 1.854 -0.556 -1.230
C 40.934000 13.999000 26.081000 -0.051 1.323 2.027
C 41.543000 13.683000 27.521000 5.677 -2.194 -6.829
C 40.598000 13.881000 28.348000 -1.817 0.604 5.441
H 38.580000 14.519000 28.234000 0.796 -0.005 -0.413
H 38.986000 15.187000 25.586000 1.297 -1.848 2.551
H 41.376000 13.970000 25.048000 -0.267 -0.046 1.530
H 42.626000 13.229000 27.766000 -2.886 1.147 -0.785
H 40.669000 13.718000 29.461000 -0.558 0.252 -1.398
N 36.212000 9.777000 28.695000 -1.301 0.380 0.818
C 35.132000 9.176000 29.369000 8.979 -6.861 -4.782
C 35.443000 7.764000 29.279000 -0.012 3.366 -0.263
C 36.674000 7.631000 28.582000 1.305 -2.376 -0.462
C 37.185000 8.869000 28.214000 -1.802 1.864 1.366
H 36.232000 10.867000 28.760000 1.071 -2.020 -0.526
H 34.458000 9.754000 29.675000 -5.705 4.157 2.864
H 34.859000 6.987000 29.663000 -0.700 -1.041 0.437
H 37.166000 6.585000 28.374000 -0.950 2.341 0.393
H 38.116000 9.328000 27.796000 -1.080 -1.073 0.274
N 32.943000 12.554000 27.141000 0.761 -1.778 1.155
C 32.371000 11.308000 27.358000 3.101 0.863 4.360
C 31.458000 11.030000 26.411000 0.900 1.998 -1.348
C 31.625000 12.202000 25.440000 -2.581 -1.802 -0.574
C 32.501000 13.071000 25.965000 2.250 1.940 0.741
H 33.786000 12.759000 27.744000 -1.501 0.394 -1.547
H 32.922000 10.907000 28.438000 -2.515 0.277 -3.410
H 30.836000 10.173000 26.500000 -0.540 -0.355 -0.756
H 31.040000 12.406000 24.516000 0.513 -0.441 0.886
H 33.021000 14.052000 25.702000 -1.374 -1.516 -0.306
```
Positions in Å, forces in eV/Å.

***

No. 2
C40H53N5O5P2W | ωB97M-V/def2-TZVPD

E_HOMO (spin up / spin down), eV: -12.783 / -13.509
Charge: +2
Multiplicity: 3
Frontier orbital gap (spin up / spin down), eV: 7.444 / 7.986
E_LUMO (spin up / spin down), Ha: -0.19623 / -0.20298

```
106
Properties=species:S:1:pos:R:3:forces:R:3
W 0.850821 -0.560946 -0.797076 0.239 -0.380 -0.316
N 1.999956 2.598420 -3.450998 0.003 0.020 0.018
C 1.986294 1.570468 -2.622778 0.033 0.023 0.025
O 0.893428 1.131562 -2.185835 -0.043 -0.072 -0.051
C 3.239479 0.850604 -2.238103 0.002 0.032 0.031
C 2.958120 0.022051 -0.984201 -0.152 0.165 0.116
H 1.132909 3.054132 -3.695760 -0.002 -0.010 -0.006
H 2.864568 2.981926 -3.795188 0.001 0.005 0.008
H 4.071033 1.551085 -2.136420 -0.005 0.001 -0.001
H 3.488683 0.202726 -3.084694 -0.005 -0.002 -0.007
H 3.355175 0.513044 -0.096069 0.026 -0.027 -0.011
H 3.492825 -0.927308 -1.056408 -0.045 -0.038 -0.012
C -1.154339 -3.607924 -0.087084 0.052 -0.021 0.022
O -0.607705 -2.724150 -1.068634 -0.112 0.188 0.029
C -0.487528 -3.348722 -2.350769 0.027 -0.013 -0.055
C 0.962228 -3.249169 -2.724699 -0.011 -0.027 0.013
O 1.324248 -1.846058 -2.713258 0.006 0.119 0.091
C 1.178302 -1.307345 -4.048366 -0.019 -0.007 -0.020
H -2.081115 -4.044319 -0.457802 0.008 -0.007 -0.015
H -1.381818 -3.036679 0.805588 -0.019 0.001 -0.006
H -0.443305 -4.405627 0.149647 0.004 0.009 0.015
H -1.140414 -2.833052 -3.057707 0.007 -0.013 0.026
H -0.786829 -4.396477 -2.292346 -0.005 0.001 0.005
H 1.172345 -3.663160 -3.710555 0.003 0.005 -0.002
H 1.589829 -3.753277 -1.994174 0.007 0.003 0.011
H 2.053049 -1.588995 -4.634379 -0.007 -0.008 0.001
H 1.080578 -0.233573 -3.981995 0.010 0.023 -0.014
H 0.275701 -1.704260 -4.512328 -0.014 0.004 0.011
N -1.113066 1.342544 0.656723 0.012 0.085 0.030
P -1.512555 0.435026 -0.880213 -0.119 -0.002 0.243
C -2.808171 -0.661293 -0.179187 -0.021 0.031 -0.058
C -3.465555 -1.602664 -0.976417 -0.014 0.007 -0.014
C -4.489633 -2.377879 -0.454250 0.004 0.000 -0.008
C -4.870459 -2.244658 0.873839 0.001 0.001 0.006
C -4.226852 -1.315081 1.675387 -0.007 -0.004 0.002
C -3.212580 -0.524575 1.151315 0.016 -0.013 0.011
C -2.390234 1.864392 -1.589567 0.043 0.008 -0.018
C -3.731630 1.738361 -1.944100 0.013 0.000 0.039
C -4.410309 2.815719 -2.495415 -0.001 0.042 -0.018
C -3.754202 4.019611 -2.710586 -0.033 -0.013 -0.005
C -2.416366 4.147625 -2.363830 0.030 -0.027 0.017
C -1.738800 3.076499 -1.797577 0.052 0.009 -0.083
P 0.532357 1.322707 0.847716 -0.029 0.045 -0.033
C 1.173489 2.998002 0.480254 -0.144 0.049 -0.020
C 0.330257 4.077156 0.753342 -0.006 -0.027 -0.040
C 0.762092 5.379792 0.567974 0.031 0.028 0.007
C 2.052948 5.627334 0.119550 -0.027 0.011 0.000
C 2.908117 4.565725 -0.128264 0.011 -0.020 -0.001
C 2.470874 3.259920 0.053336 0.032 -0.019 0.042
C 0.949803 1.273228 2.610518 0.117 -0.090 -0.027
C 2.257191 0.964168 2.981921 -0.012 -0.004 -0.002
C 2.658108 1.102963 4.302272 -0.004 0.000 0.019
C 1.756595 1.558730 5.256502 0.020 -0.013 -0.001
C 0.451266 1.859082 4.891820 -0.018 -0.014 -0.007
C 0.046213 1.714465 3.571362 -0.011 0.011 0.002
H -1.676014 2.118145 0.990406 -0.044 -0.053 0.016
H -3.188017 -1.732904 -2.012147 -0.003 -0.024 0.020
H -4.996113 -3.087910 -1.095526 0.002 0.002 -0.001
H -5.671546 -2.850509 1.276093 0.002 -0.003 0.002
H -4.526571 -1.185657 2.707569 -0.002 0.000 0.001
H -2.744562 0.210444 1.791095 -0.005 0.004 -0.010
H -4.256691 0.803516 -1.793259 0.006 0.002 0.010
H -5.454325 2.711187 -2.758822 -0.002 0.005 0.002
H -4.286470 4.856978 -3.141384 0.003 -0.001 -0.008
H -1.899981 5.085262 -2.525891 -0.008 0.009 0.000
H -0.696054 3.189566 -1.527114 -0.027 -0.016 0.022
H -0.678785 3.914386 1.113270 0.013 0.029 -0.031
H 0.093036 6.202811 0.781018 0.000 0.000 0.005
H 2.393174 6.644479 -0.020519 0.001 0.000 0.002
H 3.924673 4.752946 -0.449677 -0.001 -0.007 -0.001
H 3.167653 2.452401 -0.109577 0.039 -0.027 -0.016
H 2.973488 0.636147 2.235086 -0.006 -0.008 0.006
H 3.676926 0.872941 4.585652 0.003 0.002 0.000
H 2.073323 1.684000 6.283291 -0.001 0.001 -0.001
H -0.250161 2.217414 5.633855 0.000 -0.003 0.000
H -0.972213 1.962225 3.293740 -0.002 0.005 0.002
C -1.912307 0.774222 -4.635483 -0.028 -0.019 0.019
C -2.059708 -0.437337 -3.751688 0.061 0.168 0.013
O -2.606735 -1.450991 -4.118809 -0.005 -0.055 -0.045
O -1.453616 -0.381216 -2.555646 -0.018 -0.133 -0.047
H -2.394650 0.593491 -5.591394 0.000 -0.009 0.002
H -0.852191 0.980575 -4.790914 0.037 -0.006 0.009
H -2.345560 1.652224 -4.159299 -0.004 0.003 -0.010
C 0.089671 -1.792448 4.643998 0.008 0.015 -0.006
C -0.941998 -1.574935 3.561057 0.012 0.009 -0.002
N -0.267276 -1.480821 2.270869 0.002 -0.036 0.017
C 0.913742 -2.041886 1.969178 -0.008 0.034 -0.008
N 1.367084 -1.948097 0.702196 0.050 0.050 0.045
C 2.420966 -2.923984 0.383489 -0.008 0.004 0.009
C 3.521240 -2.843190 1.421664 -0.008 0.008 -0.001
C 2.919021 -3.268924 2.741224 -0.004 -0.001 0.002
N 1.580816 -2.699312 2.926370 -0.006 -0.025 -0.015
C 0.972291 -2.952866 4.238810 -0.007 -0.020 -0.023
H -0.397109 -2.001878 5.595239 -0.009 -0.012 -0.008
H 0.698401 -0.895396 4.761676 0.001 0.014 0.018
H -1.499141 -0.652967 3.720438 0.022 0.026 0.010
H -1.659686 -2.400735 3.537783 -0.014 0.015 0.001
H -0.812703 -1.120199 1.501257 0.008 -0.010 -0.001
H 2.808311 -2.718869 -0.610455 -0.002 -0.003 -0.011
H 1.997356 -3.935938 0.362864 0.004 -0.004 0.002
H 3.888107 -1.815445 1.472025 0.018 -0.009 0.003
H 4.360778 -3.491821 1.174536 -0.006 -0.007 -0.007
H 3.536121 -2.956021 3.584361 0.001 0.022 -0.004
H 2.833911 -4.358581 2.782719 0.010 0.003 0.019
H 1.787640 -3.087286 4.947440 0.001 0.005 0.003
H 0.407037 -3.889116 4.205300 0.003 0.000 0.004
```
Positions in Å, forces in eV/Å.

***

Q: Which electronic energy values were calculated for the entries above? A: -2820.76799, -2955.40492, in a.u..